No. 1
{
  "formula": "C17H15AlN6SSe2",
  "method": "the ωB97M-V functional and the def2-TZVPD basis",
  "elements": ["Al", "N", "C", "S", "N", "N", "C", "C", "C", "C", "C", "C", "N", "H", "H", "H", "H", "H", "H", "H", "Se", "Se", "C", "C", "C", "C", "C", "N", "C", "C", "C", "C", "C", "N", "H", "H", "H", "H", "H", "H", "H", "H"],
  "coordinates": [[-0.534, -0.164, 0.678], [-4.367, -1.164, -0.411], [-3.293, -0.454, -0.045], [-2.609, -0.755, 1.561], [-2.814, 0.441, -0.880], [-1.712, 1.027, -0.290], [-1.647, 2.272, -0.041], [-0.605, 2.652, 0.928], [-0.314, 3.958, 1.258], [0.599, 4.201, 2.280], [1.174, 3.129, 2.938], [0.833, 1.842, 2.550], [-0.037, 1.601, 1.570], [-4.832, -1.747, 0.263], [-4.876, -0.886, -1.236], [-2.401, 2.971, -0.391], [-0.800, 4.769, 0.734], [0.844, 5.216, 2.562], [1.873, 3.275, 3.749], [1.262, 0.982, 3.047], [0.647, -1.956, 2.105], [2.824, -1.387, 1.513], [2.480, -0.292, -0.031], [3.619, 0.009, -0.767], [3.495, 0.757, -1.921], [2.227, 1.157, -2.325], [1.151, 0.819, -1.541], [1.259, 0.120, -0.387], [0.084, -2.828, 0.476], [0.239, -4.163, 0.191], [-0.268, -4.614, -1.026], [-0.894, -3.721, -1.879], [-1.010, -2.391, -1.505], [-0.524, -1.955, -0.340], [4.587, -0.351, -0.443], [4.369, 1.006, -2.507], [2.072, 1.714, -3.237], [0.151, 1.101, -1.837], [0.729, -4.830, 0.886], [-0.176, -5.657, -1.296], [-1.300, -4.045, -2.826], [-1.506, -1.657, -2.127]],
  "forces_ev_per_a": [[0.06, -0.01, -0.02], [0.02, 0.00, -0.01], [-0.05, 0.02, 0.00], [0.00, -0.02, 0.01], [0.00, -0.01, 0.01], [0.00, -0.01, -0.03], [0.01, 0.02, 0.01], [0.00, -0.02, 0.00], [-0.01, 0.01, -0.01], [0.00, 0.01, 0.00], [0.00, 0.00, 0.00], [0.00, 0.00, 0.00], [-0.02, 0.01, -0.01], [0.00, -0.01, 0.01], [0.00, 0.00, 0.01], [0.00, 0.00, 0.00], [0.00, 0.00, 0.00], [0.00, 0.00, 0.00], [0.00, 0.00, 0.00], [0.00, 0.00, 0.00], [0.00, 0.00, 0.00], [-0.03, 0.01, 0.00], [-0.01, 0.01, -0.01], [0.00, 0.00, 0.00], [0.01, 0.00, 0.00], [0.00, 0.00, -0.01], [0.01, -0.02, 0.02], [0.02, 0.00, 0.01], [0.01, 0.00, 0.00], [0.00, 0.00, 0.00], [0.00, 0.00, 0.00], [0.00, 0.00, 0.00], [-0.01, -0.01, 0.00], [-0.01, 0.03, -0.01], [0.00, 0.00, 0.01], [0.00, 0.00, 0.00], [0.00, 0.00, 0.00], [-0.01, 0.01, 0.00], [0.00, 0.00, 0.00], [0.00, 0.00, 0.00], [0.00, 0.00, 0.00], [0.00, 0.00, 0.00]],
  "nbo_charge": [1.5968, -0.7689, 0.3081, -0.2806, -0.4220, -0.4307, 0.1383, 0.1476, -0.1809, -0.0989, -0.2118, 0.0926, -0.5814, 0.4252, 0.4230, 0.2474, 0.2565, 0.2587, 0.2606, 0.2199, 0.3322, 0.3176, 0.0724, -0.2595, -0.0906, -0.2173, 0.0541, -0.6194, 0.0443, -0.2177, -0.1019, -0.2071, 0.0833, -0.6128, 0.2562, 0.2585, 0.2586, 0.2263, 0.2631, 0.2593, 0.2607, 0.2400],
  "total_energy_ev": -174927.8898,
  "e_lumo_ev": -6.892,
  "spin_multiplicity": 1,
  "homo_energy_ha": -0.5367,
  "total_charge": 2
}



No. 2
{
  "formula": "C23H25Br9F2O6",
  "method": "the ωB97M-V functional and the def2-TZVPD basis",
  "elements": ["C", "C", "C", "O", "C", "O", "O", "H", "H", "H", "H", "H", "H", "C", "C", "C", "O", "C", "O", "O", "H", "H", "H", "H", "H", "H", "F", "C", "C", "C", "C", "C", "C", "H", "H", "H", "H", "H", "F", "C", "C", "C", "C", "C", "C", "H", "H", "H", "H", "H", "C", "Br", "Br", "Br", "H", "C", "Br", "Br", "Br", "H", "C", "Br", "Br", "Br", "H"],
  "coordinates": [[3.062, -4.786, 7.723], [3.035, -3.436, 7.066], [4.376, -2.820, 6.737], [4.311, -2.568, 5.300], [3.218, -3.112, 4.766], [2.888, -3.227, 3.541], [2.411, -3.545, 5.805], [3.442, -4.630, 8.733], [3.654, -5.454, 7.099], [2.022, -5.112, 7.758], [2.575, -2.722, 7.749], [5.285, -3.396, 6.911], [4.569, -1.878, 7.251], [-6.983, 4.916, -0.984], [-5.934, 5.673, -0.159], [-5.793, 5.227, 1.349], [-4.613, 4.436, 1.295], [-3.873, 4.651, 0.087], [-2.831, 4.082, -0.250], [-4.707, 5.220, -0.774], [-7.958, 5.241, -0.624], [-6.852, 3.841, -1.112], [-6.964, 5.142, -2.050], [-6.036, 6.756, -0.080], [-6.626, 4.555, 1.557], [-5.881, 5.982, 2.130], [3.312, 8.143, 4.251], [3.734, 8.296, 2.969], [4.634, 9.327, 2.689], [4.898, 9.595, 1.347], [4.433, 8.679, 0.352], [3.626, 7.570, 0.650], [3.246, 7.372, 1.989], [4.899, 9.959, 3.524], [5.550, 10.371, 0.974], [4.546, 8.992, -0.675], [3.397, 6.952, -0.206], [2.668, 6.502, 2.266], [-9.885, -5.324, -5.755], [-8.823, -5.001, -4.935], [-8.222, -3.837, -5.234], [-6.923, -3.535, -4.790], [-6.378, -4.417, -3.777], [-7.036, -5.543, -3.396], [-8.252, -5.821, -3.930], [-8.764, -3.239, -5.952], [-6.499, -2.561, -4.983], [-5.554, -4.140, -3.137], [-6.608, -5.991, -2.511], [-8.678, -6.676, -3.426], [2.999, -0.114, -3.017], [1.315, -1.066, -3.359], [2.981, 1.406, -4.226], [4.684, -1.198, -3.165], [2.968, 0.262, -1.994], [9.920, -4.984, -6.332], [8.737, -4.745, -7.847], [10.949, -3.347, -6.038], [11.045, -6.578, -6.841], [9.468, -5.240, -5.374], [1.586, -7.677, -1.367], [0.838, -8.037, -3.206], [3.464, -8.169, -1.200], [0.449, -8.617, 0.053], [1.481, -6.604, -1.210]],
  "forces_ev_per_a": [[-0.26, 0.50, -0.26], [0.74, 0.21, 0.44], [1.10, 0.59, -0.90], [0.38, -0.01, -0.22], [-2.33, -0.75, -3.29], [1.88, 0.71, 5.77], [-0.36, 0.20, -1.41], [0.15, -0.51, 0.00], [0.05, -0.23, 0.38], [0.14, -0.32, 0.19], [-0.89, 0.01, -0.42], [-0.28, -0.56, -0.04], [-0.32, 0.17, -0.24], [-0.57, 1.08, -0.22], [0.03, -1.33, 0.45], [-0.80, -1.45, -1.87], [2.16, 0.65, -0.22], [0.35, -3.45, -0.21], [-2.89, 2.28, 1.89], [0.58, 1.88, 0.21], [-0.27, -0.60, -0.02], [0.06, -0.16, 1.29], [0.26, 0.97, 0.02], [0.10, 0.05, -1.14], [0.04, -0.27, 0.09], [0.96, 0.34, -0.28], [0.25, -0.04, -0.39], [-0.32, -1.14, -1.21], [-1.29, -0.10, -0.22], [-0.13, -2.04, -0.98], [-0.49, 1.24, 1.06], [0.97, 1.30, 0.79], [1.07, 0.90, 0.16], [0.33, 0.13, -0.11], [-0.08, 0.33, 0.44], [0.40, -0.33, -0.17], [-0.52, -0.39, 0.38], [-0.18, 0.16, 0.25], [0.47, -0.18, 1.57], [0.16, -2.05, 0.61], [1.60, 1.37, -1.27], [-0.63, -1.29, 2.55], [0.12, 2.68, -1.69], [0.49, 1.27, 0.62], [-1.86, -1.28, -0.57], [0.26, 0.36, -0.15], [0.22, -0.13, -0.17], [0.52, 0.28, -0.59], [-0.41, -0.81, -0.12], [-0.92, -0.23, -0.79], [0.05, -0.18, -0.35], [0.89, -0.10, 0.35], [0.42, -0.23, 0.32], [-1.40, 0.68, 0.01], [0.03, -0.18, -0.32], [1.03, -0.45, -0.77], [-0.17, 0.10, 0.72], [-0.22, -0.73, -0.05], [-0.34, 1.01, 0.65], [-0.31, 0.08, -0.54], [-0.76, -0.84, -0.06], [0.64, 0.19, 1.46], [-0.94, 0.19, -0.14], [1.03, 0.85, -1.31], [0.03, -0.38, 0.06]],
  "nbo_charge": [-0.6163, 0.0620, -0.0904, -0.4810, 0.9761, -0.5938, -0.4949, 0.2150, 0.2173, 0.2308, 0.1823, 0.1951, 0.1978, -0.6444, 0.0719, -0.0928, -0.5108, 0.9751, -0.5680, -0.4854, 0.2127, 0.2347, 0.2321, 0.1967, 0.1864, 0.1918, -0.3299, 0.4007, -0.2921, -0.1913, -0.2275, -0.1983, -0.2808, 0.2319, 0.2198, 0.2097, 0.2248, 0.2329, -0.3294, 0.3870, -0.2764, -0.1942, -0.2046, -0.2188, -0.2732, 0.2279, 0.2206, 0.2121, 0.2199, 0.2291, -0.4593, 0.0830, 0.0873, 0.0642, 0.2248, -0.4583, 0.1038, 0.0854, 0.0404, 0.2287, -0.4307, 0.0598, 0.1054, 0.0450, 0.2204],
  "total_energy_ev": -672354.3784,
  "e_lumo_ev": -0.411,
  "relative_energy_ev": 3.170,
  "spin_multiplicity": 1,
  "homo_energy_ha": -0.3334
}



No. 3
{
  "formula": "C18H54O9",
  "method": "the ωB97M-V functional and the def2-TZVPD basis",
  "elements": ["C", "C", "O", "H", "H", "H", "H", "H", "H", "C", "C", "O", "H", "H", "H", "H", "H", "H", "C", "C", "O", "H", "H", "H", "H", "H", "H", "C", "C", "O", "H", "H", "H", "H", "H", "H", "C", "C", "O", "H", "H", "H", "H", "H", "H", "C", "C", "O", "H", "H", "H", "H", "H", "H", "C", "C", "O", "H", "H", "H", "H", "H", "H", "C", "C", "O", "H", "H", "H", "H", "H", "H", "C", "C", "O", "H", "H", "H", "H", "H", "H"],
  "coordinates": [[-3.223, -0.243, -2.388], [-3.338, -1.302, -1.338], [-4.671, -1.848, -1.391], [-3.266, -0.798, -3.325], [-2.297, 0.323, -2.283], [-4.054, 0.456, -2.300], [-3.036, -0.867, -0.386], [-2.672, -2.157, -1.458], [-5.342, -1.266, -1.028], [-2.937, 2.443, 0.335], [-4.367, 2.991, 0.404], [-5.125, 2.420, -0.619], [-2.353, 2.827, -0.502], [-2.997, 1.361, 0.221], [-2.374, 2.747, 1.218], [-4.423, 4.074, 0.293], [-4.823, 2.787, 1.373], [-5.070, 3.021, -1.365], [0.573, 4.828, 1.638], [1.196, 3.815, 2.644], [0.379, 2.651, 2.686], [1.295, 5.637, 1.518], [-0.319, 5.255, 2.096], [0.370, 4.289, 0.713], [1.327, 4.317, 3.603], [2.168, 3.470, 2.289], [0.833, 2.074, 3.305], [0.486, -1.015, -5.085], [1.039, -1.481, -6.428], [0.213, -2.485, -6.911], [-0.390, -0.367, -5.082], [1.241, -0.471, -4.518], [0.341, -1.824, -4.369], [2.058, -1.861, -6.351], [1.019, -0.684, -7.171], [0.407, -2.665, -7.834], [3.952, 1.249, 0.415], [3.725, 2.044, -0.866], [3.169, 3.327, -0.727], [2.996, 1.200, 0.938], [4.647, 1.773, 1.072], [4.320, 0.234, 0.267], [3.063, 1.476, -1.519], [4.674, 1.940, -1.394], [3.225, 3.728, -1.598], [0.399, -0.455, -1.136], [0.165, 0.899, -0.364], [0.042, 0.533, 0.981], [-0.421, -1.156, -0.977], [1.329, -0.945, -0.845], [0.432, -0.239, -2.203], [-0.802, 1.228, -0.744], [0.935, 1.664, -0.463], [0.031, 1.331, 1.514], [-1.419, -3.857, 2.371], [-1.098, -2.480, 1.828], [0.313, -2.276, 1.682], [-2.455, -4.195, 2.369], [-1.102, -4.057, 3.395], [-0.948, -4.570, 1.694], [-1.473, -1.632, 2.400], [-1.552, -2.379, 0.842], [0.425, -1.411, 1.281], [-1.002, 0.546, 4.685], [0.339, 0.015, 5.140], [1.392, 0.823, 4.735], [-1.765, -0.168, 4.994], [-0.975, 0.460, 3.599], [-1.280, 1.542, 5.029], [0.430, -0.979, 4.701], [0.452, -0.107, 6.218], [2.228, 0.400, 4.946], [1.957, -4.165, -1.078], [3.216, -3.922, -0.270], [4.332, -4.199, -1.105], [1.959, -3.511, -1.950], [1.070, -3.890, -0.507], [1.800, -5.192, -1.410], [3.171, -4.636, 0.553], [3.264, -2.928, 0.175], [4.968, -3.517, -0.874]],
  "forces_ev_per_a": [[0.31, -0.34, -0.45], [-0.79, 0.09, 0.57], [0.59, -0.55, 0.32], [0.03, 0.61, -0.39], [0.13, -0.06, -0.23], [-0.01, -0.04, -0.05], [-0.53, -0.10, 0.55], [-0.02, 0.03, -0.41], [0.31, 0.38, 0.08], [-0.21, 0.58, 0.33], [1.03, 0.38, 0.22], [-0.93, -0.38, -0.70], [-0.32, 0.12, -0.28], [0.15, -0.01, 0.30], [0.05, -0.35, 0.22], [0.37, 0.23, 0.16], [-0.05, -0.36, -0.04], [-0.13, -0.20, -0.16], [0.75, -0.87, 1.31], [-0.20, 0.64, -1.55], [-0.25, 0.56, 0.39], [-0.05, -0.02, -0.38], [-0.19, -0.12, -0.29], [-0.06, 0.36, -0.09], [-0.19, -0.29, 0.30], [0.30, 0.41, -0.07], [-0.03, -0.66, 0.49], [0.92, 0.20, 0.89], [-0.21, 0.72, 0.21], [-1.09, -1.31, -0.32], [-0.12, -0.29, -0.48], [0.34, 0.48, -0.37], [-0.46, -0.50, -0.47], [0.23, 0.17, 0.31], [0.32, 0.52, 0.22], [0.06, 0.01, 0.01], [-0.93, 1.13, 0.56], [0.35, -2.22, -0.78], [0.55, 0.19, 0.56], [-0.05, -0.25, 0.27], [0.10, 0.01, 0.00], [-0.05, 0.15, -0.40], [-0.34, -0.37, 0.04], [0.37, 1.08, -0.24], [-0.10, 0.22, 0.02], [0.41, 1.44, 0.00], [-0.45, -2.15, -0.81], [-0.11, -0.57, 0.45], [-0.09, 0.17, 0.21], [0.07, 0.05, 0.04], [0.10, -0.10, -0.10], [0.05, 0.62, -0.03], [0.10, -0.08, -0.48], [0.07, 0.51, 0.45], [0.27, -0.61, -0.04], [0.01, 0.65, -0.31], [-0.11, -1.03, 0.34], [-0.34, 0.79, -0.26], [0.46, 0.25, -0.06], [0.36, -0.15, 0.19], [-0.38, -0.20, 0.41], [-0.22, -0.12, -0.18], [-0.05, 0.47, 0.08], [0.16, -0.53, -0.17], [-0.58, -1.04, 0.88], [0.90, 1.29, -0.96], [-0.07, 0.06, 0.20], [-0.26, 0.52, -0.13], [0.23, -0.02, -0.11], [0.11, -0.22, -0.09], [-0.57, -0.05, 0.29], [0.00, -0.01, -0.05], [-0.57, 0.87, -0.10], [-0.93, -1.21, -0.10], [0.35, 0.55, 0.28], [0.02, -0.08, -0.21], [0.01, 0.03, 0.24], [0.46, -0.04, 0.06], [0.36, -0.01, 0.32], [-0.12, 0.16, -0.22], [0.38, -0.23, -0.26]],
  "mulliken_charge": [-0.7176, 0.2635, -0.6138, 0.3050, 0.1716, 0.2263, -0.1453, 0.2740, 0.3100, -0.1123, -0.7748, -0.4915, 0.2822, -0.1220, 0.1811, 0.3795, 0.3112, 0.3087, -1.1207, -0.2817, -0.3548, 0.3810, 0.3474, 0.1785, 0.3591, 0.2456, 0.0669, -0.9476, -0.3394, -0.5247, 0.3152, 0.3316, 0.3178, 0.2512, 0.2938, 0.3035, -0.6518, -0.2810, -0.4833, -0.1059, 0.3667, 0.2826, 0.1796, 0.4113, 0.2830, -1.4288, 1.3030, 0.2654, 0.1577, 0.3209, 0.3470, -0.6980, 0.0477, -0.0069, -1.4105, 0.7628, -0.6006, 0.3697, 0.3311, 0.2740, 0.0678, -0.1937, 0.2256, -0.6801, -0.2211, -0.5362, 0.3835, -0.1674, 0.3089, 0.2628, 0.3671, 0.2637, -0.7616, -0.0855, -0.5168, 0.1970, 0.1001, 0.3752, 0.2143, 0.1838, 0.3180],
  "total_energy_ev": -37966.2760,
  "e_lumo_ev": 0.468,
  "smiles": "CCO.CCO.CCO.CCO.CCO.CCO.CCO.CCO.CCO",
  "relative_energy_ev": 3.589,
  "spin_multiplicity": 1,
  "homo_energy_ha": -0.3548
}



No. 4
{
  "formula": "C6H6O",
  "method": "the ωB97M-V functional and the def2-TZVPD basis",
  "elements": ["C", "C", "C", "C", "O", "C", "C", "H", "H", "H", "H", "H", "H"],
  "coordinates": [[-1.514, 1.632, -0.868], [-1.172, 0.480, -0.787], [-0.697, -0.894, -0.612], [0.312, -0.951, 0.580], [-0.292, -0.694, 1.830], [1.420, -0.013, 0.309], [2.285, 0.790, 0.075], [-1.826, 2.647, -0.966], [-1.562, -1.551, -0.454], [-0.224, -1.228, -1.546], [0.736, -1.955, 0.696], [-0.529, 0.244, 1.871], [3.062, 1.493, -0.130]],
  "forces_ev_per_a": [[0.06, -0.46, 0.00], [-0.19, 0.52, 0.00], [-0.02, 0.02, 0.02], [0.13, -0.08, -0.23], [-0.21, 0.21, -0.07], [0.42, 0.33, -0.09], [-0.30, -0.37, 0.11], [0.04, -0.13, 0.02], [0.29, 0.04, 0.27], [0.10, 0.07, 0.30], [-0.21, 0.08, -0.29], [0.01, -0.12, -0.07], [-0.13, -0.11, 0.04]],
  "nbo_charge": [-0.2528, 0.0006, -0.4975, 0.0399, -0.6913, -0.0395, -0.2231, 0.2404, 0.2466, 0.2440, 0.2146, 0.4780, 0.2401],
  "total_energy_ev": -8362.6843,
  "e_lumo_ev": 0.947,
  "smiles": "C#CC[C@H](O)C#C",
  "relative_energy_ev": 3.822,
  "spin_multiplicity": 1,
  "homo_energy_ha": -0.3719
}



No. 5
{
  "formula": "C2H3F3IN",
  "method": "the ωB97M-V functional and the def2-TZVPD basis",
  "elements": ["N", "C", "I", "C", "F", "F", "F", "H", "H", "H"],
  "coordinates": [[1.051, -0.926, 0.100], [-0.160, -0.381, -0.382], [-2.173, -1.352, 0.161], [-0.286, 1.015, 0.093], [-1.025, 1.743, -0.764], [-0.783, 1.174, 1.298], [0.892, 1.632, 0.049], [1.158, -0.524, 1.000], [1.402, -1.934, -0.107], [-0.076, -0.447, -1.447]],
  "forces_ev_per_a": [[-0.22, -1.59, -0.42], [0.69, -2.43, -0.40], [0.84, 0.12, -0.32], [-0.24, 1.94, -1.45], [-0.86, -0.26, -0.10], [-0.13, -0.13, 0.94], [1.14, 0.17, 0.50], [1.11, -0.82, 1.17], [-1.39, 2.74, 0.74], [-0.94, 0.27, -0.66]],
  "nbo_charge": [-0.8148, -0.1402, -0.0490, 0.9195, -0.3236, -0.3037, -0.3186, 0.3778, 0.4206, 0.2319],
  "total_energy_ev": -19865.6502,
  "e_lumo_ev": 0.035,
  "smiles": "N[C@@H](I)C(F)(F)F",
  "relative_energy_ev": 0.495,
  "spin_multiplicity": 1,
  "homo_energy_ha": -0.3519
}



No. 6
{
  "formula": "BrH2PS2",
  "method": "the ωB97M-V functional and the def2-TZVPD basis",
  "elements": ["S", "P", "Br", "S", "H", "H"],
  "coordinates": [[-1.927, 0.410, -3.733], [-0.457, 1.375, -4.609], [1.348, 1.066, -3.299], [0.434, -0.497, 0.079], [-0.575, -0.776, -0.596], [0.880, 0.467, -0.750]],
  "forces_ev_per_a": [[1.52, 1.11, -1.08], [-1.44, -1.23, 1.33], [-0.02, 0.18, -0.42], [2.73, 0.76, 1.91], [-2.51, -0.57, -1.88], [-0.27, -0.26, 0.14]],
  "nbo_charge": [-0.3305, 0.5814, -0.2424, -0.2698, 0.1184, 0.1428],
  "total_energy_ev": -101034.3591,
  "e_lumo_ev": -2.087,
  "smiles": "S=PBr.S",
  "relative_energy_ev": 0.662,
  "spin_multiplicity": 1,
  "homo_energy_ha": -0.3520
}